No. 1
The following is a quantum chemistry calculation of an isolated molecule of C21H32N2O3S at a distorted geometry, from OMol25.

Output
Kohn-Sham gap ... 9.712 eV
M ... 392.56 g/mol

Structure (XYZ):
```
59
Properties=species:S:1:pos:R:3:lowdin_charge:R:1
S 2.1264 2.0739 -1.7858 0.6740
O 0.5846 -4.0717 0.5456 0.0811
O 3.1423 2.6928 -0.9782 -0.2876
O 2.4113 1.7856 -3.1602 -0.2724
N 0.7004 2.9358 -1.7088 -0.2453
N -0.5957 -2.8093 2.0026 -0.0403
C -1.0991 -1.5334 2.4414 -0.1044
C 0.1740 -1.3428 -0.9416 0.0020
C -2.6362 -1.4498 2.4341 -0.2884
C 2.2217 0.1508 0.1961 -0.0480
C 1.6350 0.5445 -0.9910 -0.2734
C -3.2763 -2.1173 3.6586 -0.1513
C -3.5368 -3.6119 3.4417 -0.1583
C -2.6392 -4.1813 2.3453 -0.2817
C 0.2304 -2.9785 0.9473 -0.4353
C -1.1420 -3.9780 2.6545 -0.0830
C 0.6305 -0.2013 -1.5765 -0.0484
C 0.1770 3.5019 -2.9322 -0.2174
C -1.6054 2.1899 -0.0039 -0.0893
C -3.0126 -3.5386 1.0062 -0.1366
C -3.2251 -2.0202 1.1417 -0.1317
C 0.4456 3.6121 -0.4542 -0.2053
C -0.2878 2.7167 0.5503 -0.2191
C 0.6896 4.9082 -3.2630 -0.2284
C 2.2036 4.9438 -3.4219 -0.0983
C 0.7197 -1.7227 0.2805 -0.1428
C 1.7638 -0.9890 0.8350 -0.0045
H 0.3542 1.8788 0.8238 0.0864
H -3.3806 -4.1582 4.3733 0.1120
H 1.4013 3.9303 -0.0249 0.1164
H 2.2068 -1.3083 1.7666 0.1281
H -2.8750 -0.3805 2.4776 0.1311
H 0.2233 0.1210 -2.5217 0.1217
H 0.3867 5.6085 -2.4807 0.0974
H -2.7866 -1.5005 0.2875 0.1056
H 0.4823 2.8174 -3.7246 0.1117
H -1.4235 1.6008 -0.8991 0.0582
H -2.2696 3.0130 -0.2576 0.0752
H -0.4744 3.3044 1.4517 0.1123
H -0.7352 -1.3329 3.4582 0.1333
H -0.9168 3.5072 -2.8666 0.1227
H -2.8203 -5.2584 2.2784 0.1387
H -4.2946 -1.8007 1.1420 0.1164
H -2.6277 -1.9668 4.5235 0.1071
H -3.9318 -3.9979 0.6385 0.1146
H -4.5750 -3.7687 3.1432 0.1145
H -0.7011 -0.7591 1.7831 0.1132
H -2.2316 -3.7588 0.2778 0.1070
H -0.5681 -4.8286 2.2807 0.1260
H -2.1038 1.5599 0.7297 0.0584
H -0.6087 -1.9401 -1.3849 0.1249
H 3.0188 0.7521 0.6045 0.1172
H 0.2118 5.2250 -4.1927 0.1095
H 2.6942 4.6307 -2.5034 0.0543
H -0.9849 -3.8933 3.7339 0.1354
H 2.5359 5.9501 -3.6679 0.0741
H -0.1609 4.4982 -0.6502 0.1232
H 2.5171 4.2659 -4.2114 0.0754
H -4.2213 -1.6184 3.8805 0.1121
```

No. 2
The following is a quantum chemistry calculation of a structure of composition C4H4ClIN2 at a distorted geometry, from OMol25.

Output
Kohn-Sham gap ... 7.737 eV
M ... 242.45 g/mol

Structure (XYZ):
```
12
Properties=species:S:1:pos:R:3:lowdin_charge:R:1
I -3.2527 -0.2027 0.0815 0.9399
Cl 2.5021 -1.4637 -0.2552 0.5998
N -1.4117 -2.3433 0.0554 -0.0681
N -1.4340 -1.0728 -0.0405 -0.6397
C -0.2951 -0.4341 -0.1250 -0.3562
C -0.1494 -2.7468 0.0196 -0.1889
C 0.1064 0.9736 -0.0159 -0.0898
C 0.7696 -1.6969 -0.0897 -0.5427
H 0.9601 0.8548 0.6972 0.0842
H 0.0623 -3.7080 0.2855 0.0748
H -0.6748 1.6161 0.4531 0.0552
H 0.2517 1.3567 -1.1266 0.1314
```